The following is a quantum chemistry calculation of a cluster of 2 separate species, C4H12 in total, from the OMol25 dataset.

```
16
Properties=species:S:1:pos:R:3
C -1.36 -0.86 -0.60
C -2.83 -0.48 -0.74
H -1.23 -1.95 -0.56
H -0.79 -0.49 -1.45
H -0.91 -0.47 0.31
H -2.95 0.60 -0.69
H -3.41 -0.90 0.09
H -3.24 -0.85 -1.67
C 1.70 0.95 1.25
C 2.52 0.41 0.07
H 2.12 1.86 1.68
H 0.67 1.16 0.94
H 1.63 0.21 2.05
H 2.06 -0.52 -0.28
H 3.54 0.20 0.37
H 2.50 1.11 -0.76
```

The SMILES is CC.CC. The calculation puts the energy above the lowest of the compared OMol25 structures with the same formula, charge and spin at 0.2 kcal per mole. Its LUMO energy is 0.0423 Ha. The calculation puts the HOMO energy at -11.87 eV. The total charge is 0.

Just the natural (NBO) charges please, in e? Sure, here they are: number 1, C, carries -0.6045; number 2, C, carries -0.6027; number 3, H, carries 0.2008; number 4, H, carries 0.2009; number 5, H, carries 0.2007; number 6, H, carries 0.2011; number 7, H, carries 0.2008; number 8, H, carries 0.2024; number 9, C, carries -0.6034; number 10, C, carries -0.6041; number 11, H, carries 0.2018; number 12, H, carries 0.1996; number 13, H, carries 0.2002; number 14, H, carries 0.2022; number 15, H, carries 0.2027; number 16, H, carries 0.2016

***

The following is a quantum chemistry calculation of a structure of composition C13H18FeN2O2S3, from the OMol25 dataset.

```
39
Properties=species:S:1:pos:R:3
Fe 0.04 0.09 -0.16
C -1.48 0.89 2.79
C -0.81 -0.41 3.22
S -0.42 -1.49 1.82
C 1.29 -2.01 2.16
C 2.32 -0.89 2.21
S 2.32 0.16 0.73
C 2.21 1.85 1.38
C 1.01 2.17 2.27
S -0.61 1.83 1.50
H -2.46 0.71 2.36
H -1.62 1.55 3.65
H 0.11 -0.22 3.78
H -1.48 -0.95 3.89
H 1.29 -2.56 3.10
H 1.52 -2.72 1.38
H 2.18 -0.24 3.08
H 3.32 -1.33 2.30
H 3.13 2.04 1.94
H 2.24 2.48 0.50
H 1.06 1.64 3.21
H 1.04 3.23 2.50
O -1.14 -2.31 -2.16
C -0.79 -1.58 -1.39
N 1.78 3.75 -6.06
C 0.83 3.97 -5.13
O 0.06 4.90 -5.14
C 0.74 2.98 -3.97
C -0.35 3.14 -3.13
C -0.51 2.30 -2.05
N 0.37 1.31 -1.77
C 1.43 1.15 -2.59
C 1.64 1.96 -3.69
H 1.84 4.40 -6.83
H 2.39 2.96 -6.07
H -1.06 3.93 -3.33
H -1.35 2.41 -1.38
H 2.12 0.36 -2.35
H 2.52 1.78 -4.30
```

The calculation puts the energy above the lowest of the compared OMol25 structures with the same formula, charge and spin at 3.2 kcal per mole. Its LUMO energy (spin up / spin down) is -0.2361 / -0.2840 Ha. The calculation puts the HOMO energy (spin up / spin down) at -15.34 / -15.33 eV. The multiplicity is 5. The total charge is +2.

Just the natural (NBO) charges please, in e? Sure, here they are: number 1, Fe, carries 1.2070; number 2, C, carries -0.5340; number 3, C, carries -0.5460; number 4, S, carries 0.2298; number 5, C, carries -0.5390; number 6, C, carries -0.5401; number 7, S, carries 0.2187; number 8, C, carries -0.5390; number 9, C, carries -0.5400; number 10, S, carries 0.2121; number 11, H, carries 0.2607; number 12, H, carries 0.2713; number 13, H, carries 0.2318; number 14, H, carries 0.2768; number 15, H, carries 0.2713; number 16, H, carries 0.2574; number 17, H, carries 0.2346; number 18, H, carries 0.2760; number 19, H, carries 0.2714; number 20, H, carries 0.2564; number 21, H, carries 0.2352; number 22, H, carries 0.2758; number 23, O, carries -0.3227; number 24, C, carries 0.4546; number 25, N, carries -0.7858; number 26, C, carries 0.6296; number 27, O, carries -0.5493; number 28, C, carries -0.0142; number 29, C, carries -0.1841; number 30, C, carries 0.0417; number 31, N, carries -0.6472; number 32, C, carries 0.0418; number 33, C, carries -0.2102; number 34, H, carries 0.4343; number 35, H, carries 0.3991; number 36, H, carries 0.2876; number 37, H, carries 0.2155; number 38, H, carries 0.2175; number 39, H, carries 0.2436

***

The following is a quantum chemistry calculation of a cluster of 13 separate species, C42H91N4O23 in total in a non-equilibrium geometry, from the OMol25 dataset.

```
160
Properties=species:S:1:pos:R:3
C -12.67 1.62 4.34
C -12.30 0.14 4.46
N -13.40 -0.61 3.85
C -14.69 -0.73 4.30
C -15.38 -1.43 3.37
N -14.50 -1.72 2.35
C -13.34 -1.12 2.61
C -14.91 -2.34 1.08
H -11.99 2.30 4.86
H -13.60 1.80 4.88
H -12.85 1.92 3.32
H -12.25 -0.09 5.52
H -11.37 -0.03 3.93
H -15.02 -0.23 5.19
H -16.42 -1.70 3.29
H -12.46 -1.03 1.97
H -14.14 -3.06 0.80
H -14.97 -1.64 0.21
H -15.87 -2.82 1.19
C -9.04 -1.74 -1.13
C -10.10 -1.18 -0.41
C -11.25 -0.52 -1.17
O -12.22 -0.03 -0.51
C -11.24 -0.46 -2.60
C -10.11 -0.92 -3.29
C -9.00 -1.62 -2.53
O -8.00 -2.13 -3.09
O -10.11 -0.81 -4.54
O -10.17 -1.21 0.85
H -8.21 -2.17 -0.59
H -12.04 -0.02 -3.15
C -2.43 -5.57 3.63
C -3.20 -6.44 2.65
O -4.60 -6.25 2.87
C -5.27 -5.56 1.93
O -4.85 -5.23 0.86
O -6.51 -5.38 2.40
C -7.54 -5.06 1.49
H -1.35 -5.58 3.51
H -2.68 -5.93 4.64
H -2.84 -4.56 3.70
H -2.98 -7.50 2.80
H -2.95 -6.20 1.62
H -7.52 -5.71 0.61
H -7.49 -4.02 1.15
H -8.48 -5.19 2.02
C -11.59 2.54 -3.76
C -12.20 3.93 -3.74
O -12.73 4.31 -5.00
C -13.45 5.42 -5.08
O -13.53 6.31 -4.28
O -14.13 5.35 -6.22
C -14.76 6.51 -6.71
H -11.02 2.26 -2.89
H -11.06 2.33 -4.69
H -12.43 1.85 -3.92
H -11.55 4.74 -3.39
H -13.04 3.90 -3.03
H -15.09 7.26 -5.99
H -15.65 6.27 -7.30
H -14.08 7.04 -7.37
C -3.73 4.11 -0.20
C -4.02 4.04 -1.68
O -4.89 2.98 -2.04
C -6.21 3.26 -2.12
O -6.69 4.31 -1.83
O -6.87 2.24 -2.66
C -6.22 1.08 -3.20
H -4.65 4.19 0.37
H -3.09 4.97 -0.02
H -3.25 3.16 0.05
H -3.09 3.91 -2.23
H -4.41 4.99 -2.06
H -5.79 1.39 -4.16
H -6.90 0.26 -3.39
H -5.42 0.79 -2.52
C -10.82 -8.46 -4.71
O -9.70 -8.25 -5.54
C -10.03 -7.43 -6.67
C -8.71 -7.17 -7.36
N -7.82 -6.40 -6.52
C -6.51 -6.21 -7.09
C -5.56 -5.54 -6.12
O -5.97 -4.19 -5.92
C -5.21 -3.57 -4.90
H -10.55 -9.01 -3.81
H -11.54 -9.07 -5.26
H -11.41 -7.59 -4.38
H -10.49 -6.52 -6.26
H -10.75 -7.91 -7.34
H -8.88 -6.59 -8.27
H -8.24 -8.15 -7.56
H -7.70 -6.80 -5.60
H -6.52 -5.54 -7.96
H -6.03 -7.12 -7.49
H -4.55 -5.51 -6.55
H -5.48 -6.05 -5.15
H -4.19 -3.36 -5.25
H -5.14 -4.13 -3.96
H -5.62 -2.60 -4.66
C -12.86 1.73 -7.53
O -13.98 0.87 -7.41
C -13.80 0.03 -6.28
C -14.90 -0.99 -6.19
N -14.83 -1.90 -7.33
C -15.98 -2.77 -7.43
C -16.00 -3.58 -8.71
O -16.45 -2.76 -9.78
C -16.27 -3.40 -11.02
H -11.93 1.15 -7.56
H -12.81 2.33 -6.62
H -12.92 2.35 -8.42
H -13.78 0.64 -5.37
H -12.84 -0.51 -6.29
H -15.85 -0.50 -5.98
H -14.65 -1.60 -5.32
H -14.68 -1.33 -8.16
H -16.90 -2.15 -7.41
H -15.99 -3.43 -6.56
H -16.70 -4.42 -8.64
H -15.00 -4.00 -8.85
H -15.20 -3.35 -11.29
H -16.91 -2.91 -11.75
H -16.45 -4.48 -10.99
C -11.71 -4.49 -3.74
O -11.42 -3.70 -4.87
H -12.79 -4.69 -3.74
H -11.22 -5.47 -3.75
H -11.38 -3.94 -2.86
H -12.06 -3.00 -5.00
C -10.09 -2.40 3.90
O -10.90 -2.86 2.82
H -10.24 -1.33 4.05
H -10.42 -2.90 4.81
H -9.06 -2.71 3.71
H -10.68 -2.23 2.11
C -14.52 -0.59 -2.61
O -14.56 -1.12 -1.29
H -15.55 -0.59 -2.96
H -14.25 0.47 -2.53
H -13.89 -1.15 -3.30
H -13.73 -0.79 -0.87
C -5.12 -1.91 -0.63
O -5.36 -1.69 -2.00
H -4.83 -2.96 -0.48
H -4.24 -1.35 -0.30
H -5.97 -1.60 -0.02
H -6.29 -1.81 -2.22
C -12.15 3.40 -0.29
O -13.32 2.59 -0.37
H -11.30 2.94 -0.81
H -12.36 4.32 -0.83
H -11.74 3.59 0.71
H -13.05 1.66 -0.29
C -8.09 1.41 0.53
O -8.93 1.13 1.65
H -7.45 0.57 0.24
H -8.76 1.54 -0.33
H -7.59 2.36 0.67
H -9.48 0.38 1.36
```

Its LUMO energy is 0.0665 Ha. The calculation puts the HOMO energy at -4.47 eV. The total charge is -1.

Löwdin population analysis, charges in e, atoms 1 to 99: number 1, C, carries -0.0570; number 2, C, carries -0.1483; number 3, N, carries -0.0381; number 4, C, carries -0.0347; number 5, C, carries -0.0144; number 6, N, carries -0.0516; number 7, C, carries 0.0212; number 8, C, carries 0.0236; number 9, H, carries 0.0831; number 10, H, carries 0.0683; number 11, H, carries 0.0839; number 12, H, carries 0.1311; number 13, H, carries 0.0998; number 14, H, carries 0.1285; number 15, H, carries 0.1271; number 16, H, carries 0.1520; number 17, H, carries 0.1101; number 18, H, carries 0.0621; number 19, H, carries 0.0938; number 20, C, carries 0.0091; number 21, C, carries -0.3298; number 22, C, carries -0.2937; number 23, O, carries -0.1028; number 24, C, carries -0.0128; number 25, C, carries -0.3667; number 26, C, carries -0.3424; number 27, O, carries -0.0044; number 28, O, carries 0.0130; number 29, O, carries -0.1019; number 30, H, carries 0.0960; number 31, H, carries 0.0641; number 32, C, carries -0.0657; number 33, C, carries -0.2175; number 34, O, carries 0.0252; number 35, C, carries -0.5969; number 36, O, carries 0.1291; number 37, O, carries 0.0020; number 38, C, carries -0.0249; number 39, H, carries 0.0744; number 40, H, carries 0.0734; number 41, H, carries 0.0810; number 42, H, carries 0.1203; number 43, H, carries 0.1143; number 44, H, carries 0.1028; number 45, H, carries 0.0905; number 46, H, carries 0.0926; number 47, C, carries -0.0437; number 48, C, carries -0.2078; number 49, O, carries 0.0309; number 50, C, carries -0.6028; number 51, O, carries 0.1288; number 52, O, carries 0.0067; number 53, C, carries -0.0656; number 54, H, carries 0.0709; number 55, H, carries 0.0899; number 56, H, carries 0.0528; number 57, H, carries 0.1288; number 58, H, carries 0.1174; number 59, H, carries 0.0893; number 60, H, carries 0.0890; number 61, H, carries 0.0937; number 62, C, carries -0.0612; number 63, C, carries -0.2467; number 64, O, carries 0.0023; number 65, C, carries -0.6026; number 66, O, carries 0.1248; number 67, O, carries 0.0054; number 68, C, carries -0.0006; number 69, H, carries 0.0795; number 70, H, carries 0.0773; number 71, H, carries 0.0794; number 72, H, carries 0.1213; number 73, H, carries 0.1204; number 74, H, carries 0.0997; number 75, H, carries 0.0861; number 76, H, carries 0.0817; number 77, C, carries -0.1252; number 78, O, carries -0.1921; number 79, C, carries -0.2104; number 80, C, carries -0.2098; number 81, N, carries -0.0493; number 82, C, carries -0.2373; number 83, C, carries -0.2424; number 84, O, carries -0.1693; number 85, C, carries -0.1191; number 86, H, carries 0.0847; number 87, H, carries 0.0829; number 88, H, carries 0.0677; number 89, H, carries 0.1219; number 90, H, carries 0.1192; number 91, H, carries 0.1232; number 92, H, carries 0.1155; number 93, H, carries 0.1123; number 94, H, carries 0.1207; number 95, H, carries 0.1111; number 96, H, carries 0.1161; number 97, H, carries 0.1177; number 98, H, carries 0.0829; number 99, H, carries 0.0865

***

The following is a quantum chemistry calculation of the molecule C7H11N, from the OMol25 dataset.

```
19
Properties=species:S:1:pos:R:3
C -2.39 -1.30 0.71
C -1.71 -0.36 0.42
C -0.85 0.75 0.04
C -1.63 1.76 -0.81
C 0.35 0.22 -0.71
C 1.36 -0.42 -0.12
C 1.41 -0.67 1.35
N 2.50 -0.82 -0.83
H -2.99 -2.12 0.97
H -0.52 1.25 0.96
H -2.01 1.28 -1.71
H -2.48 2.15 -0.25
H -0.98 2.59 -1.09
H 0.34 0.36 -1.78
H 2.27 -1.29 1.61
H 1.50 0.27 1.90
H 0.50 -1.17 1.68
H 2.94 -1.66 -0.50
H 2.38 -0.81 -1.84
```

The SMILES is C#C[C@H](C)/C=C(\C)N. The calculation puts the energy above the lowest of the compared OMol25 structures with the same formula, charge and spin at 55.2 kcal per mole. Its LUMO energy is 0.0384 Ha. The calculation puts the HOMO energy at -7.97 eV. The total charge is 0.

Just the natural (NBO) charges please, in e? Sure, here they are: number 1, C, carries -0.2598; number 2, C, carries 0.0093; number 3, C, carries -0.3307; number 4, C, carries -0.5775; number 5, C, carries -0.3039; number 6, C, carries 0.2266; number 7, C, carries -0.6675; number 8, N, carries -0.8073; number 9, H, carries 0.2288; number 10, H, carries 0.2274; number 11, H, carries 0.2095; number 12, H, carries 0.2145; number 13, H, carries 0.2105; number 14, H, carries 0.1951; number 15, H, carries 0.2120; number 16, H, carries 0.2271; number 17, H, carries 0.2392; number 18, H, carries 0.3715; number 19, H, carries 0.3751